C8H17N2 | ωB97M-V with the def2-TZVPD basis set

E_LUMO = -3.3 eV
multiplicity = 1
SMILES = CC(C)=[NH+]CC[C@]1(C)CN1
Kohn-Sham gap = 9.47 eV
DFT total energy = -424.21468 Eh
charge = +1
ΔE to the lowest compared entry with this formula, charge and spin = 62.8 kcal/mol

```
27
Properties=species:S:1:pos:R:3:forces:R:3:lowdin_charge:R:1
H -0.6948 2.9804 -0.0767 -0.3 -2.5 0.0 0.163
H 1.1677 2.1651 1.4884 -0.6 -0.4 -0.4 0.113
C -1.1099 -0.7444 -2.5997 -0.8 -0.3 -2.4 -0.004
C 1.1480 0.0236 1.0397 0.7 2.1 -1.3 -0.494
H -0.7120 0.0249 -3.3318 0.2 -1.4 0.8 0.119
H -0.1368 1.4295 -1.8245 -0.7 -1.0 0.4 0.186
N -0.6990 0.9515 -1.0894 -0.4 4.3 1.2 0.099
H 1.8455 -1.0526 2.7019 -0.4 0.8 0.0 0.103
C 2.1602 -0.6639 0.2004 -0.7 -1.1 1.4 -0.083
C -2.0499 -0.8983 -0.2700 1.7 1.1 1.6 0.013
C -0.6283 1.8271 0.1684 3.6 1.2 -1.0 -0.056
N 0.7697 -1.0166 0.1068 -1.7 -1.2 -0.2 0.013
H 1.6768 1.9811 -0.1109 -1.2 -1.0 0.1 0.128
H -1.8422 -0.4536 0.7593 -0.3 -1.1 -1.3 0.113
H 0.5596 -1.9171 0.5806 0.3 1.0 -0.2 0.131
H -1.8301 -1.9612 -0.3859 0.4 0.2 0.3 0.109
H -1.2771 1.6067 0.9946 -0.6 -0.5 -0.2 0.102
C 1.0790 -0.2616 2.4882 0.9 -1.4 1.0 -0.027
C -1.3261 -0.1193 -1.3066 0.0 -1.7 0.2 -0.354
H 2.4487 -0.1679 -0.6551 1.3 0.8 -1.6 0.085
H 2.7202 -1.4631 0.6334 1.0 0.1 0.2 0.118
H -3.0671 -0.8444 -0.4446 -2.4 0.4 -0.4 0.077
C 0.9045 1.5482 0.5973 -0.5 0.0 1.1 -0.081
H -0.5592 -1.6927 -2.4045 0.3 0.9 -0.5 0.120
H 0.1600 -0.8015 2.7695 -0.1 0.9 0.2 0.088
H -2.0441 -1.1131 -3.1117 0.5 0.5 0.9 0.125
H 1.3368 0.6331 3.0827 -0.5 -0.6 0.0 0.097
```
Forces are in eV/Å.